# 1
This record from OMol25 describes an isolated molecule of C4H10N2. The level of theory is wB97M-V/def2-TZVPD.

The value obtained for the relative energy (zero: lowest compared OMol25 entry of this formula, charge and spin) is 80.25 kcal/mol. Its charge is 0. The total energy comes out at -267.7974 a.u. Its structure (SMILES) is CC1N(C)N1C.

Last column: natural (NBO) charge in e.
Geometry (Å):
C1 0.16309 0.42066 -0.64121  0.093
C2 0.64613 1.68685 0.04133  -0.645
C3 0.90616 -1.99615 -0.64892  -0.417
C4 -1.65575 0.04744 1.02500  -0.436
N1 0.53492 -0.77893 0.06689  -0.303
N2 -0.89579 -0.37678 -0.17403  -0.311
H1 0.09949 0.51199 -1.84497  0.169
H2 1.42852 2.13856 -0.44148  0.222
H3 0.89767 1.37133 1.05334  0.224
H4 -0.26790 2.25453 0.16376  0.209
H5 1.80498 -2.29617 -0.27769  0.199
H6 0.13777 -2.72772 -0.61300  0.206
H7 1.00473 -1.82290 -1.69350  0.179
H8 -1.03760 0.78779 1.55484  0.185
H9 -2.59856 0.55545 0.73794  0.209
H10 -1.79676 -1.02625 1.57962  0.217

Atoms 1-6, force components in eV/Å:
C 0.89 0.76 -3.04
C -2.96 -2.20 1.58
C -2.14 1.70 -1.02
C 1.00 -2.33 0.52
N -1.10 0.08 0.02
N -0.69 -0.31 0.23

=====

# 2
This record from OMol25 describes an isolated molecule of C20H33N3O4S. The level of theory is wB97M-V/def2-TZVPD.

The value obtained for the relative energy (zero: lowest compared OMol25 entry of this formula, charge and spin) is 5.01 kcal/mol. Its charge is 0. The total energy comes out at -1645.3684 a.u. Its structure (SMILES) is CCNS(=O)(=O)CC(=O)N(C)C[C@H](C)NC(=O)C[C@H](C)c1ccc(CC)cc1.

Last column: natural (NBO) charge in e.
Geometry (Å):
C1 2.33060 -3.92579 2.30868  -0.618
C2 2.03428 -2.45250 2.09461  -0.220
N1 3.04550 -1.58261 2.69517  -0.902
S1 4.19304 -0.83050 1.85334  2.351
O1 5.28955 -0.59061 2.74413  -0.941
O2 4.37780 -1.50991 0.60058  -0.960
C3 3.50674 0.77590 1.46004  -0.771
C4 2.18418 0.65728 0.72143  0.675
O3 1.14537 0.68916 1.36667  -0.639
N2 2.18810 0.49321 -0.62199  -0.427
C5 3.35906 0.48295 -1.48467  -0.400
C6 0.89731 0.30489 -1.27472  -0.224
C7 0.32940 -1.09229 -1.03230  -0.059
C8 1.10346 -2.18494 -1.75703  -0.627
N3 -1.06576 -1.09306 -1.45678  -0.625
C9 -1.97173 -1.89057 -0.83069  0.692
O4 -1.64056 -2.74964 -0.03005  -0.639
C10 -3.42419 -1.61389 -1.15760  -0.481
C11 -4.04506 -0.66468 -0.11433  -0.231
C12 -5.54049 -0.49659 -0.36969  -0.595
C13 -3.29829 0.65269 -0.09411  -0.024
C14 -3.38924 1.55475 -1.15164  -0.253
C15 -2.63555 2.72079 -1.16004  -0.167
C16 -1.77219 3.02415 -0.11141  -0.064
C17 -0.91174 4.26177 -0.13340  -0.417
C18 0.53546 3.94789 -0.51733  -0.599
C19 -1.68469 2.12347 0.94496  -0.137
C20 -2.43315 0.95657 0.95130  -0.219
H1 1.54271 -4.53288 1.86176  0.224
H2 3.28309 -4.19270 1.85069  0.217
H3 2.37927 -4.16652 3.37250  0.202
H4 2.01623 -2.23103 1.02964  0.218
H5 1.05812 -2.17572 2.49453  0.210
H6 3.24102 -1.65112 3.68175  0.421
H7 3.30628 1.26389 2.41020  0.269
H8 4.28716 1.31562 0.92821  0.250
H9 4.27723 0.52665 -0.91373  0.223
H10 3.39000 -0.44040 -2.06237  0.211
H11 3.32003 1.32990 -2.17419  0.193
H12 0.19327 1.04086 -0.87978  0.238
H13 1.03328 0.48677 -2.34356  0.199
H14 0.33487 -1.27812 0.04178  0.229
H15 2.13531 -2.23938 -1.40130  0.215
H16 0.63249 -3.15005 -1.57379  0.235
H17 1.11179 -1.99941 -2.83364  0.202
H18 -1.42625 -0.27590 -1.92499  0.402
H19 -3.52531 -1.17630 -2.15478  0.204
H20 -3.95118 -2.56805 -1.14559  0.236
H21 -3.91090 -1.13432 0.86364  0.219
H22 -5.98743 0.16869 0.36955  0.217
H23 -5.73176 -0.07535 -1.35855  0.199
H24 -6.04862 -1.46064 -0.31659  0.212
H25 -4.05511 1.35058 -1.98304  0.208
H26 -2.72568 3.41055 -1.99230  0.201
H27 -1.33213 4.98652 -0.83389  0.205
H28 -0.92861 4.73111 0.85307  0.211
H29 1.15281 4.84712 -0.49919  0.210
H30 0.96392 3.22157 0.17624  0.210
H31 0.58554 3.52206 -1.52204  0.199
H32 -1.00169 2.31952 1.76258  0.216
H33 -2.32693 0.25856 1.77404  0.218

Atoms 1-6, force components in eV/Å:
C 0.00 0.00 0.01
C -0.01 0.00 0.00
N 0.02 -0.04 -0.01
S 0.01 0.02 0.00
O -0.01 0.00 0.00
O 0.00 0.00 0.00

=====

# 3
This record from OMol25 describes a cluster of 2 separate species, CH6N2S in total. The level of theory is wB97M-V/def2-TZVPD.

The value obtained for the relative energy (zero: lowest compared OMol25 entry of this formula, charge and spin) is 51.59 kcal/mol. Its charge is 0. The total energy comes out at -549.3050 a.u. Its structure (SMILES) is C=[NH+][S-].N.

Last column: natural (NBO) charge in e.
Geometry (Å):
C1 1.85952 -0.73968 0.17004  -0.085
N1 -3.05980 0.08767 -0.09361  -1.090
N2 1.99786 0.52695 0.03417  -0.552
S1 0.95859 1.58992 -0.75169  -0.184
H1 -2.89911 -0.71322 -0.75923  0.370
H2 2.66938 -1.41226 0.39947  0.197
H3 0.89796 -1.07084 -0.07084  0.197
H4 -2.15381 0.62449 -0.33947  0.363
H5 -3.06378 0.02474 0.83506  0.355
H6 2.79319 1.08222 0.57609  0.429

Atoms 1-6, force components in eV/Å:
C 0.85 0.34 0.06
N 2.88 1.64 -7.19
N 1.96 2.22 1.81
S -0.30 0.13 0.12
H -0.78 0.45 2.07
H 0.10 0.20 0.60

=====

# 4
This record from OMol25 describes an isolated molecule of C4H7NO2. The level of theory is wB97M-V/def2-TZVPD.

The value obtained for the relative energy (zero: lowest compared OMol25 entry of this formula, charge and spin) is 50.51 kcal/mol. Its charge is 0. The total energy comes out at -361.8004 a.u. Its structure (SMILES) is [H]/N=C(\C)OCC=O.

Last column: natural (NBO) charge in e.
Geometry (Å):
C1 1.64825 -0.22134 -0.24106  -0.700
C2 0.63366 0.61826 0.48334  0.558
N1 0.47490 0.81646 1.71626  -0.619
O1 -0.22372 1.20374 -0.42105  -0.528
C3 -1.47858 0.56097 -0.62143  -0.159
C4 -1.48594 -0.91881 -0.23138  0.390
O2 -1.70070 -1.29423 0.89361  -0.473
H1 2.44012 -0.59176 0.41099  0.222
H2 1.13211 -1.08099 -0.68546  0.223
H3 2.07516 0.35537 -1.06610  0.239
H4 1.17989 0.30224 2.24262  0.342
H5 -2.25986 1.05968 -0.04185  0.203
H6 -1.69131 0.65758 -1.69084  0.192
H7 -1.27066 -1.65256 -1.03805  0.111

Atoms 1-6, force components in eV/Å:
C 0.11 -0.07 0.06
C 0.08 -0.08 0.29
N 0.14 -0.08 -0.39
O 0.07 0.00 -0.10
C -0.38 -0.03 -0.04
C -0.01 -0.13 0.34

=====

# 5
This record from OMol25 describes a cluster of 7 separate species, C24H58ClN6O8 in total. The level of theory is wB97M-V/def2-TZVPD.

The value obtained for the relative energy (zero: lowest compared OMol25 entry of this formula, charge and spin) is 104.12 kcal/mol. Its charge is -1. The total energy comes out at -2339.5374 a.u.

Last column: Löwdin charge in e.
Geometry (Å):
Cl1 -3.16879 0.99339 0.08794  0.548
O1 -3.13797 2.31653 -0.40234  -0.378
O2 -2.07275 0.76006 1.00336  -0.405
O3 -4.40960 0.76217 0.75264  -0.384
O4 -3.08395 0.07817 -0.96762  -0.382
C1 -1.53625 3.89460 -7.51556  -0.090
C2 -1.24293 4.87290 -6.33985  -0.214
N1 0.21090 5.19615 -6.16539  -0.212
C3 1.01167 4.01918 -5.75483  -0.230
C4 2.52607 4.16857 -6.11587  -0.075
C5 0.33638 6.28989 -5.35127  -0.313
C6 -0.31719 6.19726 -3.94635  -0.068
H1 -0.90272 3.01504 -7.63017  0.051
H2 -1.42202 4.37069 -8.48941  0.066
H3 -2.48697 3.36808 -7.43180  0.067
H4 -1.81608 5.75408 -6.62814  0.111
H5 -1.60052 4.50307 -5.37888  0.109
H6 0.91189 3.80624 -4.69050  0.099
H7 0.54729 3.07947 -6.05381  0.097
H8 3.16413 3.28666 -6.05925  0.063
H9 2.65789 4.55086 -7.12808  0.064
H10 2.88674 4.95370 -5.45134  0.055
H11 -0.27289 7.01782 -5.88700  0.106
H12 1.35757 6.64227 -5.49648  0.113
H13 -1.40309 6.27232 -4.00369  0.071
H14 0.06094 6.96737 -3.27401  0.064
H15 0.02937 5.32587 -3.39076  0.066
C7 7.62588 0.14494 4.94266  -0.111
C8 7.24259 0.12416 3.49863  -0.274
N2 6.39191 1.24834 3.12819  -0.166
C9 6.30123 1.51921 1.66585  -0.272
C10 5.91862 2.88964 1.31500  -0.127
C11 5.20926 1.56542 3.88626  -0.304
C12 4.28637 0.46374 4.05307  -0.091
H16 6.78251 0.17774 5.63241  0.068
H17 8.37404 0.89151 5.20911  0.077
H18 8.15303 -0.76508 5.22916  0.072
H19 8.21125 0.09586 2.99961  0.115
H20 6.75987 -0.83408 3.30664  0.101
H21 5.61799 0.87053 1.11768  0.112
H22 7.24060 1.38031 1.13069  0.110
H23 6.50764 3.67185 1.79385  0.089
H24 4.83467 3.00329 1.33048  0.075
H25 6.16366 2.96356 0.25548  0.075
H26 5.48896 1.91605 4.87970  0.109
H27 4.70501 2.33339 3.29970  0.103
H28 4.90074 -0.43661 4.04926  0.066
H29 3.67913 0.55002 4.95413  0.088
H30 3.75193 0.46844 3.10310  0.087
C13 -3.70932 3.25980 5.48773  -0.330
O5 -4.61462 2.62006 5.89448  0.045
N3 -2.42971 3.09894 6.04451  -0.206
C14 -1.31691 4.02163 5.77668  -0.067
C15 -2.15907 2.23077 7.19038  -0.066
H31 -3.76836 3.91327 4.60359  0.137
H32 -1.50387 4.40120 4.77215  0.086
H33 -0.40431 3.43669 5.66214  0.080
H34 -1.26621 4.68294 6.64166  0.081
H35 -1.91905 2.94512 7.97791  0.073
H36 -2.98969 1.65540 7.59920  0.085
H37 -1.27042 1.61119 7.06992  0.082
C16 -5.08246 -6.93224 -2.66209  -0.339
O6 -4.67356 -8.10899 -2.54557  -0.033
N4 -6.24734 -6.69691 -3.20803  -0.184
C17 -6.70753 -5.29517 -3.24943  -0.044
C18 -7.14202 -7.64840 -3.85033  -0.051
H38 -4.60868 -5.99470 -2.33230  0.137
H39 -6.70981 -4.92554 -4.27484  0.085
H40 -6.09836 -4.60698 -2.66341  0.088
H41 -7.73629 -5.29019 -2.88925  0.086
H42 -7.24709 -7.41981 -4.91090  0.085
H43 -6.88340 -8.70384 -3.76517  0.086
H44 -8.18891 -7.71254 -3.55368  0.082
C19 -4.15367 -3.08798 4.28873  -0.276
O7 -5.32014 -2.73719 4.62626  -0.042
N5 -3.89751 -4.31024 3.71794  -0.203
C20 -2.52380 -4.75650 3.45039  -0.062
C21 -5.01337 -5.14191 3.27626  -0.047
H45 -3.24738 -2.47428 4.40793  0.132
H46 -1.81365 -3.96929 3.70354  0.077
H47 -2.32741 -4.79930 2.37908  0.086
H48 -2.23572 -5.65862 3.99011  0.083
H49 -4.87987 -6.14525 3.68073  0.080
H50 -5.95712 -4.78899 3.69206  0.081
H51 -4.97611 -5.14357 2.18690  0.090
C22 1.54141 -4.71193 -2.01486  -0.326
O8 1.85767 -5.84596 -1.61306  -0.026
N6 2.26590 -3.60738 -1.68604  -0.201
C23 2.26442 -2.42533 -2.60040  -0.038
C24 3.38357 -3.64644 -0.70355  -0.036
H52 0.81059 -4.50572 -2.81208  0.131
H53 2.63165 -1.52830 -2.10182  0.078
H54 1.25977 -2.31223 -3.00779  0.089
H55 3.05499 -2.72134 -3.28995  0.086
H56 3.13898 -4.18594 0.21144  0.087
H57 4.25317 -4.15653 -1.11795  0.083
H58 3.58707 -2.58647 -0.55141  0.073

Atoms 1-6, force components in eV/Å:
Cl -0.19 -0.52 2.07
O 0.36 1.97 -0.64
O 0.26 0.26 0.17
O -0.94 0.08 0.90
O 0.60 -1.80 -2.55
C 0.50 -0.64 0.19

=====

# 6
This record from OMol25 describes an isolated molecule of C4H9NO2. The level of theory is wB97M-V/def2-TZVPD.

The value obtained for the relative energy (zero: lowest compared OMol25 entry of this formula, charge and spin) is 31.12 kcal/mol. Its charge is 0. The total energy comes out at -363.0359 a.u. Its structure (SMILES) is C[C@H]1CO[C@H](O)N1.

Last column: natural (NBO) charge in e.
Geometry (Å):
C1 -0.45593 -1.95075 -0.06614  -0.612
C2 -0.13738 -0.54435 0.39050  -0.086
C3 1.26200 -0.05919 0.02328  -0.081
O1 1.10339 1.35269 -0.06817  -0.543
N1 -1.00713 0.44154 -0.25053  -0.635
C4 -0.25012 1.67784 -0.32507  0.493
O2 -0.58139 2.60367 0.67294  -0.707
H1 -1.48984 -2.20483 0.18172  0.224
H2 0.20818 -2.67406 0.41515  0.218
H3 -0.32654 -2.03350 -1.15329  0.202
H4 -0.26274 -0.46676 1.48134  0.188
H5 2.01674 -0.34266 0.77417  0.193
H6 1.59528 -0.44855 -0.94851  0.163
H7 0.04547 2.35390 1.35717  0.472
H8 -1.27089 0.14240 -1.18332  0.362
H9 -0.44912 2.15260 -1.30123  0.149

Atoms 1-6, force components in eV/Å:
C -0.03 -0.08 -0.01
C -0.05 -0.15 0.03
C -0.05 -0.21 -0.12
O 0.66 -0.10 -0.24
N 0.14 0.18 -0.09
C -0.68 -0.08 0.15

=====

# 7
This record from OMol25 describes a structure of composition C15H20Br2CuF3N2OPS3Si. The level of theory is wB97M-V/def2-TZVPD.

Its charge is +1. The total energy comes out at -9681.5725 a.u.

Last column: natural (NBO) charge in e.
Geometry (Å):
C1 2.83189 -2.38190 0.97520  -1.135
Si1 2.99628 -1.15149 -0.46463  1.868
C2 3.65035 0.45904 0.28214  -1.148
C3 4.30620 -1.87548 -1.62133  -1.137
O1 1.45830 -1.03387 -1.16515  -0.888
C4 1.28827 0.05978 -2.06075  -0.063
C5 -0.25796 0.39776 -2.11525  -0.460
C6 -0.86190 -0.03544 -0.78658  -0.007
C7 -1.58568 -1.30432 -0.78849  0.040
S1 -1.76349 -2.26341 -2.29105  0.027
C8 -2.13575 -1.80271 0.36697  -0.460
P1 -3.00556 -3.40179 0.41759  0.848
S2 -1.77153 -4.75648 1.07357  -0.457
C9 -2.03753 -1.09719 1.60626  0.090
N1 -2.53848 -1.48658 2.77610  -0.656
S3 -2.05968 -0.27279 3.79053  0.972
N2 -1.25663 0.68101 2.78518  -0.604
C10 -1.30888 0.14377 1.54956  0.168
C11 -0.71604 0.69271 0.37338  0.000
C12 0.08065 1.98826 0.34039  -0.457
C13 -0.51866 3.16125 1.15765  -0.473
C14 -1.51296 4.04222 0.38616  0.271
F1 -1.80533 5.09828 1.21892  -0.333
Br1 -0.69904 4.87666 -1.19401  0.052
C15 -2.89981 3.34400 0.08041  0.596
F2 -3.15659 2.34104 0.94828  -0.334
F3 -3.86438 4.26388 0.29632  -0.311
Br2 -3.14475 2.73900 -1.76336  0.031
H1 3.56728 -3.19562 0.86533  0.246
H2 3.11353 -1.85838 1.90718  0.236
H3 1.81482 -2.78352 1.09020  0.243
H4 3.59181 1.30809 -0.41314  0.236
H5 3.14399 0.65910 1.24093  0.235
H6 4.70822 0.27773 0.54227  0.257
H7 5.21331 -1.99237 -1.00356  0.245
H8 4.56412 -1.16949 -2.42950  0.239
H9 3.97926 -2.84945 -2.00939  0.247
H10 1.69167 -0.16683 -3.06056  0.195
H11 1.77983 0.98847 -1.71965  0.169
H12 -0.32573 1.48685 -2.26390  0.232
H13 -0.73744 -0.06020 -2.98610  0.236
H14 -1.35135 -3.49490 -1.89354  0.163
H15 -4.08365 -3.32296 1.39510  -0.204
H16 -3.43033 -3.80054 -0.86401  0.053
H17 0.26681 2.31605 -0.68722  0.245
H18 1.07503 1.75221 0.76203  0.254
H19 0.32255 3.82573 1.41513  0.252
H20 -0.97433 2.87134 2.11129  0.264
Cu1 -5.64075 -2.21654 1.82714  0.921

Atoms 1-6, force components in eV/Å:
C 0.18 0.42 0.01
Si 0.43 -1.11 0.72
C -0.15 -0.29 -0.13
C -0.29 0.74 0.14
O 1.21 0.66 -0.11
C -1.13 0.26 -0.23

=====

# 8
This record from OMol25 describes a structure of composition C4H20BNaO4. The level of theory is wB97M-V/def2-TZVPD.

The value obtained for the relative energy (zero: lowest compared OMol25 entry of this formula, charge and spin) is 36.36 kcal/mol. Its charge is 0. The total energy comes out at -652.3469 a.u.

Last column: natural (NBO) charge in e.
Geometry (Å):
Na1 0.41461 -0.34660 -0.28120  0.932
B1 2.36779 -2.34557 -0.32116  -0.821
H1 3.10548 -2.85832 -0.91878  -0.005
H2 2.39867 -1.27756 -0.47168  -0.092
H3 1.36416 -2.70181 -0.49448  -0.050
H4 2.52699 -2.66434 0.69730  -0.012
C1 -0.96032 2.89295 0.21715  -0.247
O1 0.24056 2.22541 0.35989  -0.734
H5 -1.62592 2.72149 1.06314  0.162
H6 -0.84827 3.97717 0.21632  0.165
H7 -1.55518 2.68077 -0.67122  0.180
H8 0.67911 2.47949 1.17519  0.484
C2 -0.24824 -1.22879 3.35839  -0.259
O2 0.72588 -0.88543 2.30920  -0.740
H9 -0.71831 -2.16813 3.06724  0.184
H10 0.26210 -1.34515 4.31449  0.186
H11 -1.08874 -0.53481 3.36539  0.162
H12 1.48843 -0.50248 2.74904  0.479
C3 -2.65276 -1.60748 -0.00411  -0.257
O3 -2.00170 -0.57246 -0.78690  -0.759
H13 -2.68056 -2.58499 -0.48556  0.191
H14 -2.06518 -1.64628 0.91314  0.185
H15 -3.64836 -1.35311 0.35942  0.175
H16 -2.61783 -0.21352 -1.42966  0.478
C4 1.53211 1.80377 -3.06158  -0.241
O4 0.68997 0.76545 -2.57388  -0.728
H17 1.84002 2.56372 -2.34342  0.175
H18 2.40015 1.44368 -3.61380  0.190
H19 0.82826 2.22577 -3.77893  0.153
H20 -0.15291 1.05715 -2.92894  0.464

Atoms 1-6, force components in eV/Å:
Na 0.49 -0.34 -0.08
B 0.10 -0.14 0.11
H 2.61 -1.78 -2.63
H 0.40 4.60 -0.46
H -4.35 -1.46 -1.22
H 0.87 -0.72 4.22